Entry 1:
Below is a structure of composition C3H10FN2, with properties calculated with wB97M-V/def2-TZVPD.

XYZ file:
```
16
Properties=species:S:1:pos:R:3
C -0.220 0.985 -0.103
C -1.434 0.242 0.471
C 1.397 0.044 0.372
N 2.537 0.449 -0.246
N -1.626 -1.032 -0.297
F 1.023 -1.345 0.150
H -0.093 0.969 -1.140
H -0.020 1.976 0.245
H -1.236 0.135 1.465
H -2.351 0.977 0.388
H 1.274 -0.036 1.470
H 3.457 0.215 0.012
H 2.367 0.423 -1.266
H -1.030 -0.989 -1.196
H -2.622 -1.169 -0.494
H -1.421 -1.843 0.168
```

Results
2S+1	3
HOMO level (spin up / spin down)	-0.3072 / -0.5371	Ha
relative energy (zero: lowest compared OMol25 entry of this formula, charge and spin)	57.68	kcal/mol
expectation value of S²	2.006
HOMO-LUMO gap (spin up / spin down)	4.909 / 7.943	eV
total charge	+1

=====

Entry 2:
Below is a structure of composition C22H17AuN4S, with properties calculated with wB97M-V/def2-TZVPD.

XYZ file:
```
45
Properties=species:S:1:pos:R:3
Au -0.747 -0.614 1.616
C -3.533 4.121 -1.195
C -4.241 4.109 0.002
C -3.912 3.211 1.002
C -2.858 2.324 0.803
C -2.136 2.345 -0.383
C -2.483 3.235 -1.388
N -2.418 1.390 1.785
N -3.219 1.151 2.694
C -2.783 0.153 3.628
C -3.454 0.197 4.845
C -3.156 -0.734 5.826
C -2.189 -1.693 5.567
C -1.518 -1.715 4.349
C -1.816 -0.821 3.321
H -3.798 4.826 -1.972
H -5.055 4.806 0.154
H -4.455 3.184 1.937
H -1.310 1.654 -0.501
H -1.927 3.245 -2.317
H -4.176 0.985 5.018
H -3.670 -0.713 6.777
H -1.967 -2.447 6.313
H -0.764 -2.476 4.193
S 4.438 -2.799 -1.690
C 2.973 -2.015 -1.037
C 1.713 -2.531 -1.301
C 0.606 -1.893 -0.774
N 0.696 -0.802 -0.007
C 1.911 -0.293 0.225
C 3.070 -0.872 -0.256
C 4.475 -1.963 -3.270
C 3.844 -2.511 -4.376
C 3.891 -1.814 -5.575
N 4.512 -0.648 -5.725
C 5.124 -0.140 -4.659
C 5.139 -0.754 -3.415
H 1.591 -3.421 -1.902
H -0.393 -2.266 -0.958
H 1.945 0.608 0.822
H 4.031 -0.436 -0.026
H 3.330 -3.460 -4.308
H 3.405 -2.216 -6.456
H 5.631 0.807 -4.803
H 5.656 -0.301 -2.581
```

Results
HOMO level	-0.2792	Ha
relative energy (zero: lowest compared OMol25 entry of this formula, charge and spin)	1.51	kcal/mol
HOMO-LUMO gap	7.084	eV
total charge	0

=====

Entry 3:
Below is a structure of composition C10H28AlBr2N6O4, with properties calculated with wB97M-V/def2-TZVPD.

XYZ file:
```
51
Properties=species:S:1:pos:R:3
C -2.491 1.854 3.392
C -0.966 1.703 3.383
C -0.459 1.714 1.942
C 1.036 1.977 1.810
O 1.346 2.653 0.599
Al 0.868 1.820 -0.919
Br -1.342 2.488 -1.699
C 2.084 2.344 -2.464
C 1.666 1.688 -3.735
C 1.853 0.194 -3.739
Br 2.655 2.495 -5.279
H -2.960 1.334 4.218
H -2.896 1.442 2.477
H -2.761 2.902 3.394
H -0.510 2.518 3.926
H -0.717 0.768 3.877
H -0.757 0.777 1.485
H -0.949 2.548 1.461
H 1.342 2.589 2.649
H 1.618 1.056 1.869
H 0.920 0.235 -0.700
H 1.921 3.406 -2.607
H 3.125 2.140 -2.247
H 0.632 1.906 -3.943
H 1.532 -0.253 -4.672
H 2.881 -0.048 -3.498
H 1.217 -0.202 -2.959
C -4.137 -1.132 -3.396
O -5.119 -1.844 -3.573
N -4.234 0.160 -2.974
N -2.866 -1.575 -3.611
H -3.435 0.746 -2.810
H -5.154 0.525 -2.816
H -2.756 -2.524 -3.907
H -2.046 -1.013 -3.469
C -0.506 -4.144 -2.038
O -0.288 -3.072 -2.562
N -0.125 -4.413 -0.751
N -1.151 -5.169 -2.684
H -0.296 -5.286 -0.290
H 0.342 -3.677 -0.253
H -1.443 -5.004 -3.629
H -1.345 -6.057 -2.262
C 2.924 0.350 5.111
O 2.546 1.317 4.487
N 2.081 -0.385 5.907
N 4.221 -0.095 5.067
H 2.367 -1.191 6.427
H 1.123 -0.087 5.949
H 4.857 0.417 4.485
H 4.552 -0.895 5.569
```

Results
HOMO level	-0.1925	Ha
HOMO-LUMO gap	7.453	eV
total charge	-1

=====

Entry 4:
Below is a structure of composition C15H32Br4ClNbO8P, with properties calculated with wB97M-V/def2-TZVPD.

XYZ file:
```
62
Properties=species:S:1:pos:R:3
C -1.076 1.460 1.983
C -2.481 1.410 1.209
O -2.505 0.545 0.054
C -2.084 -0.818 0.371
Nb -0.147 -1.510 -0.646
Cl -0.825 -3.884 -0.109
C -1.396 -1.740 -2.581
O -1.906 -3.097 -2.700
C -1.328 -3.800 -3.819
C 0.014 -4.609 -3.389
C 0.476 0.584 -1.232
C 1.112 0.677 -2.710
O 0.284 0.884 -3.637
O 2.522 0.550 -2.899
C 2.753 -0.395 -3.960
C 3.374 -1.810 -3.492
O 2.545 -0.186 -5.165
C 1.035 -1.504 1.306
P 2.858 -1.871 0.940
O 3.587 -0.699 0.271
O 3.062 -3.240 -0.074
O 3.649 -2.286 2.417
H -0.166 1.556 1.306
H -1.026 0.506 2.625
H -1.058 2.380 2.679
H -2.661 2.482 0.810
H -3.342 1.161 1.941
H -2.083 -1.042 1.508
H -2.911 -1.509 -0.056
H 1.290 -2.118 -1.630
H -2.225 -0.936 -2.597
H -0.678 -1.519 -3.452
H -2.089 -4.611 -4.132
H -1.156 -3.157 -4.745
H 0.653 -4.901 -4.290
H 0.661 -3.954 -2.698
H -0.260 -5.557 -2.799
H -0.343 1.368 -1.208
H 1.282 0.918 -0.487
H 4.350 -1.975 -4.058
H 3.576 -1.776 -2.359
H 2.591 -2.607 -3.725
H 0.712 -2.324 2.053
H 1.016 -0.511 1.864
H 2.297 -3.852 0.015
H 3.020 -2.893 2.871
Br -1.482 3.664 -0.799
C -1.635 5.606 -0.767
C -1.079 6.176 0.514
Br -2.315 5.916 2.000
H -2.687 5.845 -0.924
H -1.056 5.952 -1.624
H -0.956 7.257 0.433
H -0.130 5.728 0.808
Br 0.707 0.262 4.899
C 0.284 1.596 6.254
C -1.187 1.937 6.257
Br -1.655 3.117 4.774
H 0.924 2.456 6.062
H 0.573 1.137 7.200
H -1.446 2.499 7.156
H -1.833 1.062 6.182
```

Results
HOMO level	-0.1791	Ha
HOMO-LUMO gap	6.491	eV
total charge	-1

=====

Entry 5:
Below is a structure of composition C28H37N8PS5V, with properties calculated with wB97M-V/def2-TZVPD.

XYZ file:
```
80
Properties=species:S:1:pos:R:3
V -0.643 -0.446 0.593
C 3.285 -4.087 -0.428
N 2.769 -2.800 -0.005
C 3.510 -1.668 0.213
C 2.622 -0.661 0.445
N 1.357 -1.163 0.357
C 1.469 -2.454 0.083
P 0.083 -3.569 -0.290
C -0.078 -3.006 -2.023
N 0.682 -2.050 -2.518
C 0.425 -2.012 -3.854
C -0.492 -2.970 -4.180
N -0.806 -3.612 -3.013
C -1.642 -4.791 -2.920
C -1.149 -2.666 0.773
N -0.730 -2.232 1.982
C -1.839 -2.203 2.791
C -2.921 -2.654 2.106
N -2.493 -2.974 0.842
C -3.328 -3.464 -0.228
H 4.321 -4.174 -0.111
H 3.231 -4.183 -1.513
H 2.707 -4.885 0.035
H 4.585 -1.683 0.198
H 2.796 0.380 0.661
H 0.903 -1.294 -4.498
H -0.940 -3.253 -5.117
H -1.452 -5.429 -3.781
H -2.701 -4.536 -2.897
H -1.384 -5.345 -2.019
H -1.788 -1.824 3.797
H -3.955 -2.754 2.389
H -4.367 -3.427 0.092
H -3.075 -4.497 -0.470
H -3.214 -2.837 -1.112
C 4.515 4.373 1.280
C 3.035 4.545 1.590
S 2.024 3.073 1.271
C 0.953 3.579 -0.094
C 1.579 3.593 -1.485
S 2.216 1.972 -2.014
C 4.006 2.245 -2.145
C 4.792 2.505 -0.865
S 4.933 4.286 -0.481
H 4.923 3.494 1.781
H 5.062 5.239 1.657
H 2.618 5.369 1.011
H 2.918 4.781 2.650
H 0.541 4.561 0.145
H 0.124 2.871 -0.069
H 2.393 4.313 -1.549
H 0.810 3.878 -2.205
H 4.201 3.031 -2.877
H 4.351 1.308 -2.589
H 5.807 2.122 -0.983
H 4.326 2.015 -0.013
C -5.012 1.024 -0.387
C -3.507 1.213 -0.394
S -2.853 2.307 0.844
C -2.728 0.648 -1.342
C -3.332 -0.108 -2.502
S -0.962 0.717 -1.413
H -5.436 1.469 0.510
H -5.290 -0.033 -0.409
H -5.486 1.502 -1.248
H -4.401 0.066 -2.608
H -3.162 -1.183 -2.401
H -2.827 0.192 -3.421
N 1.118 3.111 5.695
C 0.319 2.632 5.014
C -0.659 2.054 4.162
C -2.074 2.158 4.413
C -2.958 1.644 3.547
C -2.495 1.089 2.246
N -1.101 0.712 2.230
C -0.266 1.276 3.096
H -2.413 2.616 5.334
H -4.022 1.677 3.732
H -3.108 0.230 1.943
H 0.785 1.051 2.958
```

Results
2S+1	4
HOMO level (spin up / spin down)	-0.2245 / -0.2370	Ha
relative energy (zero: lowest compared OMol25 entry of this formula, charge and spin)	64.24	kcal/mol
expectation value of S²	3.775
HOMO-LUMO gap (spin up / spin down)	6.218 / 6.306	eV
total charge	0

=====

Entry 6:
Below is a structure of composition C13H12NO6S4Ti, with properties calculated with wB97M-V/def2-TZVPD.

XYZ file:
```
37
Properties=species:S:1:pos:R:3
Ti -0.432 -0.167 -0.517
O -1.886 -2.120 -3.817
C -1.348 -1.273 -2.997
O -1.068 -1.521 -1.823
C -1.052 0.117 -3.535
O -1.155 1.043 -2.466
C -2.498 1.462 -2.183
C -3.072 0.743 -0.918
O -4.244 0.761 -0.680
O -2.139 0.190 -0.213
H -2.079 -3.001 -3.436
H -1.711 0.369 -4.375
H -0.003 0.145 -3.878
H -3.173 1.264 -3.019
H -2.475 2.543 -1.997
O 5.480 -2.728 1.357
C 4.431 -2.326 0.983
S 2.874 -2.729 1.757
C 1.846 -1.831 0.654
C 2.472 -1.130 -0.331
S 1.675 -0.168 -1.538
S 4.221 -1.233 -0.409
S 0.126 -1.937 0.887
N 0.026 1.778 0.147
C 0.234 1.277 1.485
C -0.866 1.031 2.315
C -0.663 0.464 3.563
C 0.621 0.143 3.984
C 1.714 0.432 3.180
C 1.528 1.012 1.934
H 0.877 2.234 -0.212
H -0.737 2.467 0.137
H -1.869 1.287 1.984
H -1.511 0.269 4.201
H 0.765 -0.323 4.945
H 2.710 0.200 3.522
H 2.381 1.257 1.309
```

Results
HOMO level	-0.3940	Ha
relative energy (zero: lowest compared OMol25 entry of this formula, charge and spin)	13.96	kcal/mol
HOMO-LUMO gap	6.165	eV
total charge	+1